1.
DFT (ωB97M-V with the def2-TZVPD basis set) results for a cluster of 15 separate species, C15H60N30O15 in total.

```
120
Properties=species:S:1:pos:R:3:forces:R:3:mulliken_charge:R:1
C 0.6023 0.5271 -0.8009 -0.79 2.29 0.29 0.67
O 1.1448 1.6250 -0.7074 -0.03 -0.55 0.28 -0.68
N -0.6246 0.2248 -0.3502 -2.00 0.51 1.18 -0.37
N 1.0815 -0.5194 -1.4108 3.10 -2.65 -2.04 -0.37
H -1.0151 -0.6649 -0.6257 -0.29 0.48 0.28 0.16
H -1.2330 0.9929 -0.1053 0.00 -0.30 -0.03 0.23
H 2.0447 -0.4794 -1.7121 -0.25 -0.11 -0.10 0.22
H 0.5481 -1.3449 -1.6433 0.25 0.33 0.16 0.15
C -0.2266 -3.7291 4.1250 -4.57 -2.17 -1.90 0.72
O -0.8025 -4.1566 3.1082 0.85 -0.11 0.21 -0.70
N -0.5983 -4.0854 5.3268 -0.45 -1.39 3.23 -0.42
N 0.5608 -2.7311 4.1171 4.12 4.30 -2.21 -0.40
H -0.0009 -3.7616 6.0740 -0.70 -0.44 0.33 0.18
H -1.4426 -4.6217 5.4668 0.54 -0.04 0.08 0.22
H 0.6550 -2.3982 3.1682 0.55 0.36 0.19 0.22
H 0.9242 -2.1431 4.8535 -0.33 -0.53 0.00 0.19
C 7.2766 -3.3355 -1.4960 -0.85 1.87 0.14 0.62
O 6.5060 -2.3910 -1.4254 -0.08 0.56 -0.31 -0.65
N 7.3584 -4.2331 -0.5406 0.13 -2.03 1.83 -0.40
N 8.1602 -3.5151 -2.4663 1.67 0.38 -3.02 -0.39
H 7.7046 -5.1373 -0.8281 -0.23 -0.03 0.88 0.20
H 6.7819 -4.0491 0.2680 0.03 -0.65 -0.24 0.23
H 8.8556 -4.2408 -2.5649 -0.36 0.07 0.58 0.17
H 8.2404 -2.7970 -3.1720 -0.33 -0.13 0.16 0.22
C -4.5512 -0.0898 5.7811 -2.45 -0.18 3.81 0.69
O -5.6381 0.3396 6.0909 -0.75 0.71 1.21 -0.65
N -4.1606 -0.2401 4.6078 1.11 0.28 -8.65 -0.40
N -3.6254 -0.6930 6.5024 2.05 -1.36 5.13 -0.45
H -4.9243 -0.0544 3.9734 0.61 -0.15 -0.80 0.24
H -3.5166 -1.0099 4.4947 -0.56 0.30 -1.06 0.18
H -2.6705 -0.7364 6.1763 -0.38 -0.05 0.39 0.20
H -3.8558 -1.0331 7.4251 0.35 0.42 -0.05 0.18
C 7.2059 1.7500 -7.0848 -0.55 -1.38 2.85 0.65
O 7.6512 1.3086 -8.0910 2.16 0.27 -3.17 -0.62
N 6.0051 1.4931 -6.7056 -7.09 -2.05 -1.01 -0.44
N 7.7958 2.2260 -6.0113 4.44 2.04 0.00 -0.43
H 5.6414 1.4414 -5.7648 0.37 0.24 -0.33 0.20
H 5.5939 0.8469 -7.3639 -0.70 0.07 0.30 0.21
H 7.3678 2.2902 -5.0987 0.74 0.20 -0.44 0.20
H 8.7547 2.3035 -6.3189 0.62 0.60 1.81 0.23
C 0.8128 -0.8653 -7.5341 3.29 -2.53 -0.21 0.61
O 1.8329 -1.4674 -7.6805 2.53 -2.24 -0.51 -0.65
N 0.5549 0.1913 -8.1811 -1.31 5.32 -2.88 -0.36
N -0.1232 -1.1948 -6.7208 -4.30 -1.31 3.90 -0.34
H -0.2418 0.6855 -7.8053 0.29 0.76 -1.45 0.15
H 1.0171 0.3136 -9.0708 -0.20 0.69 0.43 0.23
H -0.8788 -0.5250 -6.7417 -0.51 -1.02 0.50 0.13
H -0.3307 -2.1683 -6.5497 0.22 0.35 0.25 0.21
C 0.8900 5.3525 3.9706 -0.25 0.24 0.32 0.61
O 0.4650 6.3560 3.4513 -0.40 0.61 -1.03 -0.62
N 0.3237 4.1473 3.9757 -2.03 -2.41 -0.12 -0.39
N 2.0571 5.3232 4.6211 1.89 0.87 0.61 -0.41
H 0.5268 3.5013 4.7251 0.20 0.13 -0.31 0.19
H -0.5745 3.9752 3.5469 0.07 0.51 0.04 0.23
H 2.2710 4.6414 5.3349 0.31 0.38 -0.38 0.19
H 2.5875 6.1648 4.4466 0.20 -0.29 0.82 0.22
C 6.4743 1.1143 3.2638 -7.91 -0.50 3.74 0.65
O 6.1354 0.9820 4.4579 0.99 0.26 -1.09 -0.70
N 7.5799 1.1557 2.7340 9.85 0.00 -2.25 -0.31
N 5.5623 1.2338 2.2703 -2.54 0.36 -0.71 -0.42
H 8.4167 0.9664 3.2671 -0.15 0.11 -0.05 0.23
H 7.7099 1.4242 1.7691 -0.01 -0.06 0.39 0.20
H 4.5961 1.3586 2.5368 0.22 -0.28 -0.30 0.17
H 5.8063 0.9171 1.3427 -0.51 0.15 0.21 0.19
C 6.3197 5.5892 0.0425 -0.69 -3.26 -4.84 0.65
O 6.7792 4.9663 -0.9137 0.20 -0.64 -0.34 -0.69
N 4.9992 5.6793 0.1923 -2.24 0.72 1.24 -0.38
N 7.0970 6.1685 0.8598 2.65 3.33 4.65 -0.35
H 4.6466 6.1200 1.0299 -0.17 -0.21 -0.14 0.17
H 4.4079 4.9600 -0.1990 0.37 0.20 -0.16 0.23
H 6.7055 6.7624 1.5767 0.33 -0.13 0.02 0.16
H 8.1039 6.0973 0.8254 -0.46 -0.09 -0.43 0.22
C -6.7135 -5.2647 2.2738 -7.03 5.74 5.71 0.61
O -7.0843 -4.0920 2.6180 0.73 -2.05 -1.23 -0.71
N -5.7337 -5.5546 1.5991 7.33 -3.18 -4.97 -0.22
N -7.4012 -6.3291 2.7476 -0.58 -0.82 0.32 -0.41
H -5.5381 -6.5454 1.6125 0.52 0.24 -0.60 0.15
H -5.0377 -4.9907 1.1326 -0.57 0.42 0.49 0.21
H -8.2791 -6.1395 3.2097 0.38 -0.31 -0.07 0.22
H -7.0535 -7.2553 2.5445 -0.75 0.07 0.28 0.15
C 0.2743 -8.7151 0.0617 -0.04 -1.79 -2.04 0.64
O 0.7151 -9.7503 -0.4151 0.58 -0.53 0.71 -0.67
N 0.7716 -7.5521 -0.1191 4.75 3.74 -1.93 -0.40
N -0.8417 -8.5812 0.6902 -4.50 -2.03 2.61 -0.41
H 1.7295 -7.7085 -0.3984 0.10 1.38 -0.48 0.22
H 0.3699 -6.6544 0.1110 0.47 -0.41 0.14 0.19
H -1.1713 -7.6623 0.9494 0.03 -0.69 0.64 0.20
H -0.9508 -9.4347 1.2191 -1.40 0.41 0.40 0.23
C -1.2793 7.4927 -2.3222 -4.95 0.57 -3.52 0.62
O -2.2185 7.6959 -3.0711 -0.47 0.08 -1.57 -0.67
N -0.4966 6.4793 -2.3313 3.61 -5.87 0.13 -0.45
N -1.0212 8.2743 -1.3638 1.60 4.31 5.74 -0.36
H -0.2743 6.1746 -1.3944 0.60 -0.08 -0.13 0.21
H -0.6901 5.6417 -2.8616 -0.44 0.56 -0.45 0.25
H -0.5152 7.8526 -0.5982 0.09 0.81 0.12 0.17
H -1.5952 9.0757 -1.1437 -0.04 -0.43 -0.27 0.23
C -4.9806 5.3258 2.1327 -1.37 -0.26 -0.96 0.69
O -4.0542 4.7874 1.6391 3.07 -2.56 -2.16 -0.65
N -4.8164 6.2752 2.9733 3.44 3.81 3.97 -0.43
N -6.2359 5.2101 1.8839 -5.46 -1.65 -1.50 -0.37
H -5.4625 6.8651 3.4779 0.41 -0.20 -0.44 0.18
H -3.8199 6.4038 2.8711 0.16 1.30 1.46 0.22
H -6.8346 5.7198 2.5178 -0.35 -0.40 -0.75 0.15
H -6.6322 4.6997 1.1077 0.16 -0.14 0.37 0.21
C -7.9129 0.7179 0.2470 -1.57 5.11 -3.78 0.71
O -8.0512 1.7012 -0.5250 0.65 -0.90 0.22 -0.75
N -8.6942 0.6926 1.2847 -1.82 -0.74 3.52 -0.38
N -7.1165 -0.2654 -0.0023 1.93 -2.82 0.45 -0.34
H -9.3753 1.4346 1.3595 0.36 -0.22 0.05 0.21
H -8.6729 -0.0386 1.9811 -0.16 0.20 -0.09 0.17
H -7.1590 -0.9794 0.7108 0.63 -0.63 -0.79 0.17
H -6.7299 -0.3721 -0.9293 -0.01 -0.06 0.50 0.21
C -3.6821 -4.5506 -3.9675 1.04 2.04 1.28 0.68
O -3.0681 -4.2008 -2.9931 0.84 1.51 1.38 -0.66
N -3.8483 -5.7537 -4.2910 -0.99 -7.42 -1.18 -0.36
N -4.2161 -3.8331 -4.9393 -0.88 4.59 -1.94 -0.43
H -4.2739 -5.8900 -5.1968 0.43 -0.97 0.45 0.16
H -3.4839 -6.5150 -3.7362 -0.24 0.16 -0.22 0.22
H -5.0041 -4.1343 -5.4948 0.34 0.21 0.26 0.20
H -3.9450 -2.8609 -4.9767 -0.52 -0.09 0.01 0.20
```
Forces are in eV/Å.

Output
E_LUMO   -0.35 eV
Net charge   0
HOMO-LUMO gap   8.6 eV


2.
DFT (ωB97M-V with the def2-TZVPD basis set) results for a cluster of 24 separate species, C15H68BNO30 in total.

```
115
Properties=species:S:1:pos:R:3:forces:R:3:mulliken_charge:R:1
C -0.6538 0.5195 -3.4451 2.73 8.34 5.10 -1.31
C -1.4065 0.6477 -2.0890 -0.74 3.41 -1.15 -0.67
C -0.7675 -0.2128 -0.9365 -2.26 0.15 -1.82 0.20
C -1.0708 0.3393 0.4484 2.86 -1.35 -0.40 -1.28
N -0.4101 -0.5008 1.5899 2.29 -1.89 -3.46 0.89
C -0.9144 -1.9410 1.5758 -2.36 2.54 1.98 -1.63
C -2.2375 -1.8708 2.4157 1.36 4.91 -6.47 0.03
C -2.2305 -0.5198 3.0469 0.12 0.81 1.46 -1.02
C -0.8002 -0.0534 2.8640 1.54 3.65 4.28 0.43
C 1.1337 -0.5942 1.4397 -1.36 3.55 2.03 -1.87
C 1.7752 0.7823 1.4390 1.40 -0.39 -1.05 1.61
C 3.2992 0.8378 1.8150 -3.12 5.55 -3.83 -2.48
H -0.6996 -0.3301 -3.8392 -0.17 -7.28 -3.37 0.67
H 0.4347 0.8246 -3.1032 -1.72 -1.02 -1.26 0.32
H -0.9031 1.3046 -4.1782 -0.31 -0.42 0.46 0.09
H -2.5277 0.7298 -2.3666 1.46 -1.46 1.49 0.44
H -1.3265 1.7272 -1.8287 0.57 -0.36 0.06 0.10
H 0.2689 -0.4183 -1.2153 -0.09 0.18 0.36 0.26
H -1.4103 -1.0566 -1.2019 0.60 -1.04 1.05 0.06
H -2.0614 0.3015 0.6572 -3.22 -0.34 0.46 1.08
H -0.8295 1.3696 0.5824 0.85 0.67 0.14 -0.11
H -0.1622 -2.4886 1.9787 2.08 -1.66 1.83 0.65
H -1.0543 -2.3520 0.6587 -0.43 -0.47 -3.08 0.92
H -2.3076 -2.5805 3.0171 -0.13 -6.07 5.56 -0.21
H -3.0363 -2.0247 1.7352 -0.97 0.21 -0.80 0.31
H -2.3737 -0.6693 4.1067 -0.27 0.26 0.46 0.53
H -2.9589 0.2582 2.7201 0.50 -0.78 -0.14 0.33
H 0.0445 -0.2609 3.7300 -2.37 -0.59 -2.16 0.33
H -0.7402 1.0701 2.9322 -0.26 -0.87 -0.52 -0.21
H 1.4662 -1.0998 0.6476 0.29 -1.95 -3.91 1.26
H 1.5484 -1.1755 2.1982 -0.04 -0.88 2.10 0.44
H 1.3275 1.4539 2.1535 -0.41 0.11 0.25 -0.52
H 1.6834 1.2208 0.4425 -0.31 0.13 0.12 -0.17
H 4.1729 0.7088 1.2754 0.95 -1.24 -2.53 0.39
H 3.4874 0.4325 2.6523 0.99 -3.03 6.56 1.03
H 3.3948 1.9557 1.9561 0.07 -0.90 0.38 0.38
O 2.1863 4.2031 0.8739 -0.36 0.33 2.00 -0.73
C 1.0107 4.4056 1.1616 5.58 0.81 -0.60 1.06
O 0.0573 3.9979 0.4952 -2.67 -3.02 -2.38 -0.51
B -1.1669 4.4870 1.0374 -1.79 1.36 0.97 1.52
O -0.7357 5.4885 2.0081 -0.75 -0.42 0.07 -0.73
C 0.5777 5.4701 2.0648 -1.10 3.17 1.75 0.08
O 1.1971 6.3562 2.5903 0.78 -1.05 0.09 -0.63
O -2.0643 3.4625 1.6374 7.32 2.01 3.17 -0.24
C -3.1727 3.5875 1.1303 -2.90 -4.74 -2.30 0.61
O -3.8085 2.5734 1.1336 -4.18 -1.22 0.29 -0.62
C -3.1571 4.4998 0.0081 -4.65 3.13 -2.54 0.49
O -2.0420 5.0881 0.0158 3.73 1.07 -0.24 -0.64
O -4.0564 4.7746 -0.7751 0.88 -1.12 1.03 -0.67
O -3.6080 -5.1883 2.0868 0.38 2.40 -2.77 -0.62
H -4.0595 -4.7648 1.2561 0.84 -1.71 2.69 0.32
H -4.1224 -5.8374 2.5288 -1.25 -0.72 0.03 0.28
O 6.2419 -1.3434 1.6733 -2.04 -1.53 0.84 -0.76
H 6.5764 -0.4824 1.3014 -0.57 -0.75 0.59 0.41
H 5.6351 -1.1195 2.4221 0.90 -0.26 -1.01 0.29
O 1.0029 -1.9489 5.2863 -0.98 1.17 1.00 -0.60
H 0.9750 -2.6648 5.9233 0.09 -0.20 -0.26 0.31
H 1.4845 -2.2282 4.5218 0.52 -0.74 -0.42 0.37
O 4.7040 0.2015 -1.6836 -2.80 0.40 -5.03 -0.60
H 5.0726 -0.2262 -0.9936 1.95 -2.31 3.63 0.26
H 4.3374 -0.5438 -2.2830 0.77 1.95 1.52 0.32
O 1.9017 2.8171 -3.9648 -1.36 3.37 4.11 -0.68
H 1.2029 3.6453 -3.9511 2.50 -3.11 -0.58 0.37
H 2.2389 2.8916 -2.9236 -0.92 -0.55 -3.48 0.31
O 0.7557 1.1654 -6.1481 -4.53 0.19 0.05 -0.54
H 1.3706 0.9932 -6.7679 3.04 -0.90 -4.25 0.22
H 1.3096 1.4350 -5.4981 2.41 1.69 4.55 0.19
O 2.7554 2.8493 -1.0856 1.15 -1.17 2.52 -0.74
H 3.2108 2.0234 -0.7478 -0.53 1.04 -1.40 0.15
H 2.6854 3.3505 -0.1480 -0.46 -0.60 -2.72 0.50
O 1.9875 -2.1170 -2.0150 -1.42 -3.26 1.69 -0.48
H 1.2956 -2.8556 -1.8147 1.06 2.09 -1.13 0.32
H 2.6078 -2.4952 -1.3365 -0.09 1.61 -0.81 0.19
O 3.8336 -2.5944 -0.0782 1.19 2.86 2.07 -0.58
H 3.8477 -3.4205 -0.4951 1.18 -1.96 -0.65 0.26
H 4.7330 -2.2377 0.2631 -1.65 -1.32 -0.72 0.24
O -5.7186 -1.4764 1.2985 -2.70 5.22 -3.72 -0.61
H -5.3674 -1.8252 2.0214 2.43 -2.77 4.98 0.28
H -5.8783 -0.5072 1.6142 0.31 -2.45 -1.23 0.34
O -3.8859 -2.9274 5.9254 -1.65 4.76 -1.48 -0.64
H -3.4119 -3.0186 6.6841 2.67 -2.67 3.79 0.28
H -3.8838 -1.9176 6.2298 -0.98 -2.09 -2.32 0.33
O -2.4091 0.8143 -6.3188 0.70 -0.74 -0.64 -0.67
H -2.2935 1.5957 -6.8523 -0.15 0.31 0.04 0.23
H -2.8714 0.9946 -5.4899 -0.34 0.69 -0.35 0.45
O 2.7441 -3.1632 3.7060 -0.10 0.03 -0.69 -0.54
H 2.8628 -3.7393 2.9650 -0.78 -0.11 -1.63 0.21
H 3.4331 -3.5728 4.1895 1.21 -0.01 1.95 0.23
O -3.7115 -1.0914 -3.0510 -2.00 -0.42 -1.12 -0.68
H -4.2660 -1.4644 -3.7839 -0.11 0.10 1.23 0.35
H -2.9294 -1.0916 -3.5728 1.98 -0.05 -0.30 0.27
O -1.9158 -4.5135 4.4012 -1.49 1.91 1.45 -0.66
H -2.2269 -4.8682 3.5636 -0.46 0.23 -0.07 0.30
H -2.6372 -3.8410 4.7628 1.95 -2.17 -1.31 0.32
O -4.0732 1.3134 -4.6027 -1.37 -6.56 -3.01 -0.65
H -4.0193 0.6346 -3.8908 -0.40 -1.01 -0.88 0.34
H -3.9822 1.9293 -4.0241 0.77 7.86 5.15 0.35
O 0.1250 3.9784 -5.7577 -4.37 -1.92 -0.31 -0.68
H -0.8863 4.2910 -5.7324 3.41 -0.79 -0.07 0.36
H -0.0242 2.9471 -5.9042 0.77 2.89 0.29 0.33
O -2.1356 -3.2551 -4.3892 -1.24 -1.04 2.64 -0.62
H -2.1298 -3.6460 -3.4425 0.21 1.05 -2.52 0.31
H -1.2408 -3.0756 -4.6333 1.06 0.12 -0.23 0.30
O 1.2969 -4.5184 0.7654 -2.38 -1.91 1.58 -0.58
H 0.6306 -5.1767 1.2588 2.37 2.14 -1.64 0.32
H 2.1770 -4.8186 1.0086 -0.01 -0.21 0.02 0.25
O -0.6009 -0.8285 -7.0897 6.02 -0.60 -0.95 -0.74
H -1.3887 -0.5722 -6.7646 -4.48 1.40 1.48 0.34
H 0.0018 -0.1074 -6.6731 -1.75 -2.13 -0.86 0.49
O 7.2795 0.6187 1.1165 1.71 4.12 -1.22 -0.60
H 8.2483 0.4218 0.9013 -2.05 1.20 0.26 0.31
H 6.9427 1.5918 0.9475 1.74 -2.87 0.19 0.35
O 0.5510 3.2800 4.4306 -6.58 -4.30 -1.34 -0.51
H 1.2402 3.7926 4.3813 6.06 4.18 0.49 0.24
H 0.3988 2.7792 5.2173 0.59 0.11 0.75 0.27
```
Forces are in eV/Å.

Output
E_LUMO   -0.94 eV
Net charge   0
HOMO-LUMO gap   8.5 eV


3.
DFT (ωB97M-V with the def2-TZVPD basis set) results for a structure of composition C15H6N4S5Se5TeW.

```
37
Properties=species:S:1:pos:R:3:forces:R:3:mulliken_charge:R:1
W -1.6073 1.2101 -2.0972 0.06 0.00 0.04 0.61
Se 0.1959 1.6428 4.6125 -0.09 0.06 -0.06 0.13
N 1.3377 2.3147 3.4084 0.06 -0.04 0.04 -0.89
C 1.4259 1.4409 2.4465 -0.01 -0.01 0.04 1.00
C 2.2833 1.6097 1.2804 0.00 0.02 -0.04 0.87
C 3.0047 2.7798 1.0739 -0.03 0.04 -0.02 -0.70
C 3.7595 2.9005 -0.0704 0.02 0.01 0.00 -0.50
C 3.7905 1.8211 -0.9500 0.02 -0.02 0.00 -0.36
N 3.1277 0.6951 -0.7608 0.02 0.00 -0.03 -0.51
C 2.3541 0.5908 0.3217 -0.02 0.02 0.01 -0.11
C 1.5202 -0.6300 0.4580 0.04 0.00 0.02 -0.26
N 1.5804 -1.5246 -0.5305 -0.09 -0.11 0.02 -0.46
C 0.7754 -2.5721 -0.4648 0.04 0.04 0.02 -0.63
C -0.0959 -2.8236 0.5967 -0.04 -0.08 -0.13 -0.26
C -0.1417 -1.9167 1.6246 0.03 -0.04 0.11 -1.09
C 0.6787 -0.7950 1.5628 -0.03 0.13 -0.02 1.13
C 0.6314 0.2356 2.5914 -0.04 0.05 0.00 0.81
N -0.0950 0.1516 3.6700 0.10 -0.05 0.03 -0.86
H 2.9267 3.5808 1.7973 0.00 0.00 0.00 0.45
H 4.3057 3.8073 -0.2940 0.01 -0.01 0.00 0.38
H 4.3811 1.8749 -1.8598 0.00 0.01 0.00 0.39
H 0.8113 -3.2522 -1.3085 0.02 -0.02 -0.01 0.39
H -0.7448 -3.6908 0.5843 0.03 0.00 -0.02 0.59
H -0.8089 -2.0438 2.4669 -0.03 0.04 -0.02 0.48
S -4.6390 -5.2291 0.5062 0.09 -0.03 0.05 -0.36
C -3.8585 -3.8455 -0.0002 -0.08 0.03 -0.06 0.07
S -3.0578 -3.6997 -1.5127 -0.07 0.02 -0.03 -0.15
C -2.6021 -2.0198 -1.3996 -0.03 -0.01 0.02 0.09
C -2.9589 -1.3953 -0.2576 -0.01 0.01 0.02 0.14
S -2.4442 0.2119 0.1266 0.01 -0.06 0.04 -0.26
S -3.8274 -2.3788 0.8928 -0.02 0.00 -0.01 -0.14
S -1.6129 -1.2707 -2.6117 0.04 0.07 0.06 -0.26
Se -4.0691 1.2237 -2.7545 0.04 -0.02 -0.02 -0.32
Se -2.6183 3.7522 -5.5734 -0.01 0.00 0.05 -0.66
Te -2.9446 3.4127 -3.1840 0.02 -0.02 -0.05 0.12
Se -0.1352 1.1652 -3.8414 -0.03 0.04 0.00 -0.34
Se -0.6282 2.6664 -0.5500 -0.01 -0.05 -0.04 -0.52
```
Forces are in eV/Å.

Output
E_LUMO   3.58 eV
Net charge   -2
HOMO-LUMO gap   5.1 eV


4.
DFT (ωB97M-V with the def2-TZVPD basis set) results for a structure of composition C15H7CuFO11.

```
35
Properties=species:S:1:pos:R:3:forces:R:3:mulliken_charge:R:1
Cu -1.6447 0.8401 -0.0445 1.01 -1.24 1.49 0.35
C -0.9134 3.2180 3.2755 1.41 -1.97 -4.51 -0.63
C -1.1586 2.1482 2.3754 -1.13 -0.54 2.25 0.82
C -2.5201 1.2876 2.6444 -0.96 0.95 1.14 0.96
O -2.7381 0.3375 1.8523 -0.10 0.95 -0.21 -0.78
C -3.3912 1.7078 3.8016 2.58 -2.46 -5.11 -1.17
C -2.9191 2.6808 4.6085 -1.77 1.85 4.46 0.52
C -1.6240 3.4676 4.3688 1.30 3.35 3.71 0.35
O -1.0705 4.3802 5.1624 -2.78 -2.31 -0.87 -0.82
O -3.6297 2.9299 5.6562 1.34 0.54 -0.97 -0.80
O -0.3324 1.7029 1.5644 -0.84 0.27 -1.50 -0.70
H 0.0164 3.7181 3.0480 0.12 0.30 0.42 0.33
H -4.3274 1.2045 3.9930 0.08 -0.05 0.09 0.39
C 3.2800 -2.2117 0.6352 0.61 -0.16 -3.37 -1.04
C 3.4153 -2.8556 -0.6322 -1.00 -1.37 1.91 0.70
C 2.1542 -2.9705 -1.6299 1.63 0.44 -0.35 -0.08
O 2.3465 -3.6523 -2.6540 -0.49 0.36 -0.07 -0.76
C 1.0086 -2.2124 -1.2970 2.34 -2.24 -3.01 -0.26
C 0.9199 -1.7348 -0.0584 -4.66 3.67 1.87 -0.04
C 2.0233 -1.8074 0.9571 -0.26 0.68 5.29 0.61
O 1.8404 -1.5875 2.2249 -1.12 0.00 -2.45 -0.78
O -0.2045 -1.1026 0.2001 1.90 -0.52 0.46 -0.58
O 4.3242 -3.6696 -0.7840 1.34 -0.45 -1.42 -0.72
H 4.0526 -2.3548 1.3762 -0.09 0.07 0.05 0.37
H 0.2954 -2.0555 -2.0927 -0.58 -0.16 0.42 0.72
C 0.4265 -0.7850 -4.5017 0.22 -0.74 0.31 -0.39
C 0.8801 0.3814 -3.6742 0.31 -1.17 -0.38 0.32
O -0.1068 0.5213 -2.7204 -2.22 0.73 0.09 -0.22
C -1.3421 -0.0057 -3.2036 1.76 -2.20 0.37 0.72
O -2.4037 -0.0906 -2.6352 2.13 1.28 -1.06 -0.51
O -0.9998 -0.6972 -4.3529 -0.94 0.20 0.42 -0.40
F 0.8980 1.4180 -4.5632 -0.01 1.76 -0.19 -0.34
H 0.8520 -1.7154 -4.1258 -0.48 -0.27 0.38 0.23
H 0.7223 -0.7429 -5.5500 -0.33 0.49 0.04 0.28
H 1.8703 0.3077 -3.2244 -0.31 -0.06 0.31 0.36
```
Forces are in eV/Å.

Output
E_LUMO   5.97 eV
Net charge   -3
HOMO-LUMO gap   4.7 eV